(1)
# C4H6KO

A molecular structure, C4H6KO at a distorted geometry (wB97M-V/def2-TZVPD, the OMol25 dataset).

Cartesian coordinates (Å):
O 1.03699 0.44189 0.98667
C 0.06759 -0.06941 0.47376
C -1.20961 -0.22900 1.24314
C -2.40024 -0.51231 0.60281
C -3.58517 -0.31366 1.28844
H 0.14396 -1.08279 -0.05006
H -1.18944 0.08768 2.29077
H -2.40661 -0.91709 -0.41105
H -3.59311 0.17952 2.26402
H -4.54886 -0.50356 0.81040
K 3.54107 0.12270 -0.30445
H 1.77896 -0.71069 -1.58509

Atoms 1-2, force components in eV/Å:
O 0.54 1.26 -0.63
C -0.72 -4.08 2.75

Values from the calculation:
E_tot (hartree): -830.73279
Net charge: +1
Lowest unoccupied orbital energy (eV): -7.069

Okay, here come the natural (NBO) numbers, in e, for every atom:
1 O -0.534
2 C 0.319
3 C 0.004
4 C -0.320
5 C -0.086
6 H 0.187
7 H 0.240
8 H 0.256
9 H 0.216
10 H 0.230
11 K 0.956
12 H -0.468

(2)
# C4H6LiLuO

A molecular structure, C4H6LiLuO at a distorted geometry (wB97M-V/def2-TZVPD, the OMol25 dataset).

Cartesian coordinates (Å):
C 0.03360 -0.56597 1.01410
C -0.00302 0.74875 1.63051
H -0.99111 -0.90869 0.81536
H 0.56965 -1.33390 1.58741
H -0.60523 1.53716 1.16539
H 0.22421 0.84507 2.69693
Li 2.02125 1.35150 0.71851
O -1.17872 0.09212 -2.00573
C 0.07961 -0.23456 -1.81168
C 0.64216 -0.64830 -0.66367
Lu -3.25324 0.02986 -1.83715
H 1.71911 -0.81965 -0.62847
H 0.74171 -0.09340 -2.68151

Atoms 1-2, force components in eV/Å:
C 0.36 -1.35 -3.44
C -0.10 0.63 0.17

Values from the calculation:
E_tot (hartree): -1472.99225
Spin multiplicity: 2
Net charge: +3
Expectation value of S²: 0.755
Lowest unoccupied orbital energy (alpha / beta) (eV): -15.740 / -15.750

Okay, here come the natural (NBO) numbers, in e, for every atom:
1 C -0.505
2 C -0.407
3 H 0.212
4 H 0.286
5 H 0.188
6 H 0.259
7 Li 0.981
8 O -0.961
9 C 0.097
10 C -0.228
11 Lu 2.594
12 H 0.235
13 H 0.251

(3)
# C4H6MgO2

A molecular structure, C4H6MgO2 at a distorted geometry (wB97M-V/def2-TZVPD, the OMol25 dataset).

Cartesian coordinates (Å):
O -2.49752 1.05714 0.08863
C -1.26448 0.59284 -0.40549
C -0.69997 -0.37477 0.63262
C 0.57042 -0.96466 0.22594
C 1.64069 -1.37867 -0.21590
H -2.90207 1.64362 -0.55581
H -0.55601 1.42390 -0.55717
H -1.38898 0.06891 -1.36675
H -1.40656 -1.20242 0.79964
H -0.57823 0.13510 1.60022
H 2.41738 -2.12263 -0.36548
O 3.86688 0.66775 -0.71399
Mg 2.79843 0.45389 0.83353

Atoms 1-2, force components in eV/Å:
O 0.28 -0.20 0.24
C -0.07 0.16 -0.48

Values from the calculation:
E_tot (hartree): -506.17071
Spin multiplicity: 2
Net charge: +1
Expectation value of S²: 0.758
Lowest unoccupied orbital energy (alpha / beta) (eV): -6.570 / -6.428

Okay, here come the natural (NBO) numbers, in e, for every atom:
1 O -0.705
2 C -0.041
3 C -0.542
4 C 0.071
5 C -0.416
6 H 0.493
7 H 0.158
8 H 0.189
9 H 0.293
10 H 0.252
11 H 0.310
12 O -0.829
13 Mg 1.766

(4)
# C4H6MgO4Yb

A molecular structure, C4H6MgO4Yb at a distorted geometry (wB97M-V/def2-TZVPD, the OMol25 dataset).

Cartesian coordinates (Å):
O -2.25907 -0.54064 -4.32504
Mg -0.67078 -0.09240 -3.45422
O -0.00605 -1.86471 -1.03679
C -0.75128 -0.79692 -1.38362
C -0.87832 0.22627 -0.49064
O -0.30457 0.06919 0.78535
C 0.67464 1.01627 1.23260
C 1.43457 0.33828 2.37308
O 1.86878 -0.93364 2.01206
Yb 0.79432 -1.96116 0.85753
H -2.97660 -1.06343 -3.80946
H -1.50349 1.11386 -0.60458
H 0.18225 1.94851 1.54707
H 1.35576 1.23742 0.39307
H 0.76271 0.29931 3.25651
H 2.27714 1.00380 2.64710

Atoms 1-2, force components in eV/Å:
O -1.02 -0.88 1.14
Mg -2.18 -1.12 0.40

Values from the calculation:
E_tot (hartree): -1815.46634
Spin multiplicity: 2
Net charge: +1
Expectation value of S²: 0.751
Lowest unoccupied orbital energy (alpha / beta) (eV): -5.249 / -5.201

Okay, here come the Mulliken numbers, in e, for every atom:
1 O -0.732
2 Mg 0.859
3 O -0.692
4 C 0.260
5 C -0.533
6 O -0.287
7 C -0.397
8 C -0.387
9 O -0.549
10 Yb 1.510
11 H 0.242
12 H 0.402
13 H 0.361
14 H 0.317
15 H 0.291
16 H 0.335

(5)
# C4H6N

A gas-phase ion, C4H6N (charge +1) at a distorted geometry (wB97M-V/def2-TZVPD, the OMol25 dataset).

Cartesian coordinates (Å):
C -2.00262 -0.18310 -0.02748
C -0.57896 -0.10184 -0.00644
C 0.30887 1.06508 0.02964
N 1.49746 0.52960 -0.00851
C 1.09304 -0.91374 -0.03586
H -2.59489 -1.06663 -0.26333
H -2.41503 0.67870 0.32835
H 0.02425 2.09183 0.13419
H 2.44022 0.92360 -0.14255
H 0.99325 -1.42408 0.87997
H 1.23441 -1.59943 -0.88796

Atoms 1-2, force components in eV/Å:
C 5.91 -1.94 -0.35
C 0.17 -0.96 -0.74

Values from the calculation:
SMILES string: C=C1C=[NH+]C1
E_tot (hartree): -210.37963
Net charge: +1
Lowest unoccupied orbital energy (eV): -5.886

Okay, here come the natural (NBO) numbers, in e, for every atom:
1 C -0.172
2 C -0.106
3 C 0.234
4 N -0.450
5 C -0.191
6 H 0.253
7 H 0.216
8 H 0.244
9 H 0.468
10 H 0.242
11 H 0.262

(6)
# C4H6N2

A single C4H6N2 molecule (wB97M-V/def2-TZVPD, the OMol25 dataset).

Cartesian coordinates (Å):
C 0.01933 1.03820 -1.22105
C 0.01685 -0.04110 -0.18374
C 0.08522 -1.37155 -0.32102
N 0.03771 -2.02064 0.94993
N -0.05001 -1.17399 1.87021
C -0.07866 0.16953 1.29082
H -0.98446 1.18252 -1.63552
H 0.34157 1.99568 -0.80157
H 0.68628 0.78818 -2.05057
H 0.16740 -1.97801 -1.21528
H 0.76045 0.74456 1.70341
H -1.00170 0.66662 1.61438

Atoms 1-2, force components in eV/Å:
C 0.01 0.00 -0.01
C 0.00 -0.16 0.07

Values from the calculation:
SMILES string: CC1=CN=NC1
E_tot (hartree): -265.47144
Net charge: 0
Lowest unoccupied orbital energy (eV): 0.627

Okay, here come the natural (NBO) numbers, in e, for every atom:
1 C -0.646
2 C 0.014
3 C -0.124
4 N -0.148
5 N -0.129
6 C -0.357
7 H 0.232
8 H 0.221
9 H 0.230
10 H 0.213
11 H 0.247
12 H 0.247

(7)
# C4H6N2

A single C4H6N2 molecule at a distorted geometry (wB97M-V/def2-TZVPD, the OMol25 dataset).

Cartesian coordinates (Å):
N 2.04224 -1.28902 -0.01850
C 1.41356 -0.43567 -0.50476
C 0.19524 0.31314 -0.22162
N 0.33624 1.25938 0.85521
C -1.23395 0.21222 -0.67730
C -0.59075 -0.96398 0.10796
H 1.08113 1.00009 1.49633
H 0.56185 2.17393 0.47125
H -1.44308 0.02201 -1.74043
H -1.88074 0.97339 -0.24682
H 0.15516 -1.42435 0.89493
H -0.49737 -1.73394 -0.65346

Atoms 1-2, force components in eV/Å:
N 1.29 0.79 -1.27
C 0.44 -0.48 0.27

Values from the calculation:
SMILES string: N#CC1(N)CC1
E_tot (hartree): -265.35558
Net charge: 0
Lowest unoccupied orbital energy (eV): 0.767

Okay, here come the natural (NBO) numbers, in e, for every atom:
1 N -0.383
2 C 0.253
3 C -0.026
4 N -0.804
5 C -0.331
6 C -0.445
7 H 0.374
8 H 0.372
9 H 0.233
10 H 0.242
11 H 0.299
12 H 0.217

(8)
# C4H6N2

2 unconnected molecules or ions with the total composition C4H6N2 at a distorted geometry (wB97M-V/def2-TZVPD, the OMol25 dataset).

Cartesian coordinates (Å):
C 0.15469 -1.85594 -0.14769
C 0.63276 -0.74894 0.51837
C 1.46927 0.21621 -0.12353
N 1.84236 0.98869 -0.90220
H 0.36312 -2.03031 -1.22396
H -0.25524 -2.69831 0.37380
H 0.42374 -0.59712 1.61640
C -1.02132 1.06464 0.27798
N -1.06023 1.62538 -0.84569
H -0.63668 1.44880 1.19876
H -1.31177 -0.00889 0.21271
H -0.60069 2.59579 -0.95496

Atoms 1-2, force components in eV/Å:
C 2.19 1.48 0.13
C 0.04 -2.97 0.69

Values from the calculation:
SMILES string: C=CC#N.C=N
E_tot (hartree): -265.40940
Net charge: 0
Lowest unoccupied orbital energy (eV): -0.372

Okay, here come the natural (NBO) numbers, in e, for every atom:
1 C -0.296
2 C -0.334
3 C 0.234
4 N -0.276
5 H 0.219
6 H 0.210
7 H 0.247
8 C -0.081
9 N -0.594
10 H 0.150
11 H 0.177
12 H 0.344

(9)
# C4H6N2

A single C4H6N2 molecule at a distorted geometry (wB97M-V/def2-TZVPD, the OMol25 dataset).

Cartesian coordinates (Å):
C 1.87990 -0.06824 0.06374
C 0.69591 0.48363 -0.11461
C -0.36330 1.27336 -0.12729
N -1.67692 0.93834 0.15873
N -2.11544 -0.23449 -0.01721
C -1.29334 -1.25895 -0.03601
H 2.38804 -0.59770 -0.84085
H 2.50153 -0.14995 1.00901
H -0.27967 2.28441 -0.39285
H -2.50678 1.62071 0.30188
H -1.71751 -2.22551 -0.37097
H -0.24445 -0.94827 -0.09907

Atoms 1-2, force components in eV/Å:
C 1.34 -0.85 -1.41
C 1.34 0.80 0.72

Values from the calculation:
SMILES string: C=C=CNN=C
E_tot (hartree): -265.36351
Net charge: 0
Lowest unoccupied orbital energy (eV): 0.837

Okay, here come the natural (NBO) numbers, in e, for every atom:
1 C -0.446
2 C -0.053
3 C -0.100
4 N -0.378
5 N -0.217
6 C -0.249
7 H 0.211
8 H 0.225
9 H 0.224
10 H 0.405
11 H 0.196
12 H 0.182

(10)
# C4H6N2

A single C4H6N2 molecule at a distorted geometry (wB97M-V/def2-TZVPD, the OMol25 dataset).

Cartesian coordinates (Å):
H -3.21052 -1.13889 0.49074
N -2.53812 -0.85258 -0.26263
C -1.64083 -0.09545 0.22159
N -0.59077 0.47688 -0.56887
C 0.66781 0.85559 0.06896
C 1.72695 -0.18306 -0.00932
C 2.69386 -0.95152 -0.08939
H -1.52205 0.18170 1.27666
H -0.65987 0.39505 -1.59255
H 1.01157 1.76719 -0.38166
H 0.40570 1.03577 1.12973
H 3.65626 -1.49068 -0.28326

Atoms 1-2, force components in eV/Å:
H 0.83 0.43 -0.95
N -0.55 0.13 1.00

Values from the calculation:
SMILES string: [H]/N=C/NCC#C
E_tot (hartree): -265.43367
Net charge: 0
Lowest unoccupied orbital energy (eV): 0.966

Okay, here come the natural (NBO) numbers, in e, for every atom:
1 H 0.346
2 N -0.691
3 C 0.283
4 N -0.630
5 C -0.283
6 C -0.034
7 C -0.245
8 H 0.141
9 H 0.406
10 H 0.227
11 H 0.224
12 H 0.257

Copy entry 6 word for word.
# C4H6N2

A single C4H6N2 molecule (wB97M-V/def2-TZVPD, the OMol25 dataset).

Cartesian coordinates (Å):
C 0.01933 1.03820 -1.22105
C 0.01685 -0.04110 -0.18374
C 0.08522 -1.37155 -0.32102
N 0.03771 -2.02064 0.94993
N -0.05001 -1.17399 1.87021
C -0.07866 0.16953 1.29082
H -0.98446 1.18252 -1.63552
H 0.34157 1.99568 -0.80157
H 0.68628 0.78818 -2.05057
H 0.16740 -1.97801 -1.21528
H 0.76045 0.74456 1.70341
H -1.00170 0.66662 1.61438

Atoms 1-2, force components in eV/Å:
C 0.01 0.00 -0.01
C 0.00 -0.16 0.07

Values from the calculation:
SMILES string: CC1=CN=NC1
E_tot (hartree): -265.47144
Net charge: 0
Lowest unoccupied orbital energy (eV): 0.627

Okay, here come the natural (NBO) numbers, in e, for every atom:
1 C -0.646
2 C 0.014
3 C -0.124
4 N -0.148
5 N -0.129
6 C -0.357
7 H 0.232
8 H 0.221
9 H 0.230
10 H 0.213
11 H 0.247
12 H 0.247

Q: Which value of net charge does entry 4 give?
A: +1

Q: Look up the net charge of the seventh one.
A: 0